Entry 1:
An isolated molecule of C4H9N3S, computed with ωB97M-V with the def2-TZVPD basis set.

**Spin multiplicity**: 1
**HOMO energy**: -0.302 hartree
**Orbital gap**: 0.34038 Eh
**SMILES**: S/N=C/NNC1CC1

Geometry (Å):
S 2.46219 1.50872 1.18444
N 1.75303 -0.02577 0.91044
C 0.91669 -0.09398 0.00346
N 0.41203 -1.30123 -0.44987
N -0.80362 -1.37892 -1.07939
C -1.92641 -0.82192 -0.33354
C -3.13725 -0.39047 -1.12602
C -2.26986 0.65820 -0.45831
H 2.76502 1.30733 2.48861
H 0.54615 0.75018 -0.60783
H 0.72189 -2.13643 0.02570
H -0.74693 -1.14749 -2.08165
H -2.11619 -1.22334 0.65495
H -3.07505 -0.55526 -2.19889
H -4.12270 -0.72771 -0.76983
H -1.67925 1.33179 -1.07271
H -2.71714 1.09196 0.42889

Force components x, y, z for each atom (eV/Å):
0.00 -0.11 0.27
1.63 0.19 1.91
-1.70 -0.17 -2.36
0.92 0.28 0.37
-1.00 -0.19 -0.15
0.02 0.94 -1.19
0.04 -1.01 0.00
-0.77 -0.44 0.25
-0.12 -0.03 -0.41
0.11 -0.14 0.35
-0.09 0.08 0.06
-0.25 0.02 0.92
0.32 -0.37 -0.19
0.23 0.30 0.06
0.53 0.66 0.13
-0.08 -0.24 0.05
0.20 0.22 -0.07

***

Entry 2:
An isolated molecule of C23H23F2NO, computed with ωB97M-V with the def2-TZVPD basis set.

**Spin multiplicity**: 1
**HOMO energy**: -0.307 hartree
**Orbital gap**: 0.33587 Eh
**SMILES**: COc1ccc([C@H](CCNCc2ccc(F)cc2)c2ccc(F)cc2)cc1

Geometry (Å):
C -6.44639 -1.81773 -1.22699
O -6.02141 -0.52719 -0.86425
C -4.72380 -0.35289 -0.48662
C -3.76517 -1.35439 -0.42400
C -2.46962 -1.05708 -0.02789
C -2.09404 0.23264 0.30572
C -0.69555 0.62164 0.75288
C -0.08560 1.68510 -0.19209
C 0.58629 2.82782 0.58453
N 1.75288 2.48760 1.37225
C 3.04373 2.52609 0.70746
C 3.34204 1.36106 -0.20726
C 3.09961 1.43984 -1.57366
C 3.34534 0.36015 -2.40277
C 3.85116 -0.79981 -1.84709
F 4.09524 -1.85799 -2.65077
C 4.11190 -0.90821 -0.49378
C 3.84595 0.17756 0.31956
C 0.22530 -0.55988 0.90765
C 0.68302 -0.93579 2.16431
C 1.52539 -2.02204 2.32470
C 1.89718 -2.74165 1.20623
F 2.71959 -3.80363 1.35193
C 1.45761 -2.39856 -0.05937
C 0.62849 -1.30223 -0.19921
C -3.07084 1.22691 0.26098
C -4.35995 0.94700 -0.13064
H -5.89218 -2.19566 -2.09243
H -7.49854 -1.71901 -1.48947
H -6.34635 -2.52310 -0.39549
H -4.00755 -2.37476 -0.67623
H -1.75436 -1.86370 0.02283
H -0.81411 1.08829 1.73973
H 0.64296 1.21735 -0.85429
H -0.87136 2.11634 -0.81435
H -0.15029 3.25454 1.27751
H 0.87435 3.61905 -0.11284
H 1.62293 1.59558 1.83703
H 3.80139 2.55780 1.49799
H 3.09776 3.46378 0.14818
H 2.71915 2.35814 -1.99752
H 3.15897 0.41118 -3.46409
H 4.51872 -1.82441 -0.09631
H 4.04221 0.10794 1.37962
H 0.37541 -0.37570 3.03635
H 1.88641 -2.31451 3.29812
H 1.76369 -2.98420 -0.91175
H 0.28143 -1.02597 -1.18379
H -2.81633 2.23799 0.54503
H -5.11263 1.71868 -0.16566

Force components x, y, z for each atom (eV/Å):
-0.05 -0.20 -0.05
0.14 0.29 0.09
0.14 0.01 0.04
-0.44 -0.09 -0.14
0.11 0.18 0.08
0.04 -0.16 0.10
0.01 0.07 -0.20
0.07 0.31 0.20
-0.19 -0.08 -0.14
0.02 -0.06 0.28
0.03 -0.11 0.14
0.03 0.16 -0.01
0.11 -0.06 0.15
0.05 -0.24 -0.08
0.01 0.17 0.12
-0.02 0.01 0.04
0.11 -0.06 -0.25
0.00 0.13 -0.15
0.03 0.04 0.20
-0.05 0.01 -0.17
0.20 -0.28 -0.09
-0.16 0.12 0.06
-0.01 0.05 -0.03
-0.02 -0.19 0.15
0.07 0.01 0.16
-0.12 -0.14 -0.08
-0.14 -0.06 -0.04
-0.01 0.01 0.04
0.07 -0.06 0.01
0.01 0.02 -0.04
-0.07 -0.08 -0.03
0.02 -0.04 0.01
0.06 -0.05 -0.03
-0.11 0.01 -0.06
0.00 0.00 -0.03
-0.07 0.05 -0.18
-0.03 0.05 0.04
0.05 0.07 0.03
0.04 0.07 -0.16
0.08 -0.02 0.06
-0.05 0.11 -0.04
0.00 -0.03 -0.12
0.02 -0.13 0.03
0.04 -0.02 0.14
-0.05 0.07 0.08
0.05 -0.06 0.09
0.08 -0.06 -0.09
-0.02 0.04 -0.12
0.03 0.14 0.02
-0.10 0.10 0.00

***

Entry 3:
A structure of composition C3H7NORb, computed with ωB97M-V with the def2-TZVPD basis set.

**Spin multiplicity**: 2
**⟨S²⟩**: 0.771
**HOMO energy (spin up / spin down)**: -0.755 / -0.747 hartree
**Orbital gap (spin up / spin down)**: 0.48400 / 0.28217 Eh
**Charge**: +2

Geometry (Å):
Rb 13.10866 -1.29322 7.13860
C 10.81818 1.39110 9.02860
O 11.37025 0.31007 8.92985
N 11.39449 2.58848 9.10299
C 12.82125 2.71654 8.76319
C 10.50441 3.75679 9.34246
H 9.72355 1.48420 9.10156
H 13.31122 3.29632 9.54543
H 12.92511 3.35222 7.88386
H 13.26552 1.74214 8.56005
H 10.71723 4.21116 10.31012
H 10.66475 4.58481 8.65197
H 9.44262 3.51445 9.38664

Force components x, y, z for each atom (eV/Å):
0.10 -0.45 -0.13
-2.96 -2.96 0.43
0.56 0.98 -0.30
1.64 3.24 -0.60
-0.58 0.41 0.23
0.33 -0.06 0.23
0.13 -0.40 -0.01
0.16 -0.20 0.29
-0.27 0.12 -0.28
-0.17 0.25 0.43
0.49 -0.17 0.42
0.36 -0.26 -0.44
0.22 -0.52 -0.28

***

Entry 4:
An isolated molecule of C5H7IS, computed with ωB97M-V with the def2-TZVPD basis set.

**Spin multiplicity**: 1
**HOMO energy**: -0.311 hartree
**Orbital gap**: 0.33104 Eh
**SMILES**: C=CS/C=C\CI

Geometry (Å):
C 1.65679 -1.24714 0.15254
C 1.06137 -0.62398 1.21278
S 1.05434 1.14510 1.18790
C 0.22914 1.64176 -0.30444
C -0.86386 1.04619 -0.77277
C -1.42842 -0.18616 -0.17432
I -3.54897 0.02306 -0.28550
H 1.60599 -2.31364 0.18609
H 2.21377 -0.88985 -0.62840
H 1.02325 -1.23587 2.12147
H 0.50168 2.52525 -0.86918
H -1.10198 1.43021 -1.78787
H -1.11498 -0.28476 0.77647
H -1.28814 -1.03018 -0.81477

Force components x, y, z for each atom (eV/Å):
-2.05 -0.97 3.51
2.77 -0.63 -2.50
0.07 1.02 0.75
-0.65 -0.48 0.41
1.09 0.00 -1.20
-1.74 1.51 -3.77
-0.56 -0.04 0.32
0.25 -0.75 0.08
0.63 1.59 -1.96
-1.06 0.70 -0.13
0.88 0.03 0.55
-0.69 -0.62 0.86
0.59 -0.69 3.07
0.48 -0.67 0.01

***

Entry 5:
A structure of composition C2H7N2O5Sn2, computed with ωB97M-V with the def2-TZVPD basis set.

**Spin multiplicity**: 2
**⟨S²⟩**: 0.753
**HOMO energy (spin up / spin down)**: -0.542 / -0.608 hartree
**Orbital gap (spin up / spin down)**: 0.13459 / 0.20078 Eh
**Charge**: +2

Geometry (Å):
Sn -5.87894 -10.24603 -4.83741
Sn -3.43681 -10.44879 -0.33095
O -3.91807 -9.15585 -2.95474
H -3.52443 -8.28364 -3.15179
C -2.68698 -6.52846 -2.17789
N -3.95663 -6.09721 -1.48567
O -4.57852 -5.21054 -2.02698
O -4.27029 -6.69030 -0.45536
H -2.46648 -7.50565 -1.74827
H -1.98775 -5.77831 -1.80849
H -2.76690 -6.46479 -3.26309
C -1.33029 -9.38102 -5.23970
N -2.12776 -8.32135 -5.85978
O -1.55767 -7.41244 -6.43084
O -3.33070 -8.43969 -5.78895
H -1.04501 -9.12071 -4.22041
H -0.48737 -9.37598 -5.93074
H -1.83475 -10.33153 -5.41332

Force components x, y, z for each atom (eV/Å):
2.40 1.73 1.43
-0.20 0.77 -0.78
-1.43 -1.59 -0.31
-0.62 -0.70 -0.31
-0.03 0.52 1.29
-0.60 -0.33 -0.69
0.16 -0.39 0.57
0.29 0.31 -0.66
0.32 0.19 -0.28
0.36 -0.21 -0.28
-0.21 0.09 0.18
1.23 -0.42 -1.38
1.17 1.09 -0.62
-0.71 -0.86 0.80
-2.34 -0.02 -0.08
-0.21 -0.15 -0.19
0.56 -0.24 0.67
-0.14 0.22 0.65

***

Entry 6:
A structure of composition C9H16I2NO2, computed with ωB97M-V with the def2-TZVPD basis set.

**Spin multiplicity**: 1
**HOMO energy**: -0.430 hartree
**Orbital gap**: 0.28653 Eh
**Charge**: +1

Geometry (Å):
C 4.48299 -1.76388 -2.25377
C 0.61294 -0.38992 0.53966
C 3.76303 -2.24605 -1.24143
C 0.81199 0.97163 0.48200
C -0.29784 2.35366 -2.07589
C -1.06391 -2.11522 2.60824
C -0.28605 1.92528 0.61874
C -1.17230 2.18656 -0.75256
C -1.46263 -0.99873 1.70511
N -0.68095 -1.04951 0.33019
O -2.08266 1.05218 -0.77632
O -2.80438 -0.84394 1.43217
I 2.13694 -1.90833 -0.04751
I 2.66453 1.68070 0.18875
H 5.13671 -2.33282 -2.81986
H 4.58575 -0.87278 -2.77361
H 0.57867 2.97894 -1.88711
H 0.19394 1.30815 -2.34166
H -0.77230 2.79459 -2.98045
H -0.01867 -2.28214 2.60420
H -1.72058 -2.98095 2.33010
H -1.45134 -1.62929 3.57393
H -0.06104 2.92771 1.10777
H -0.97951 1.47822 1.22789
H -1.83610 2.96149 -0.49874
H -1.02003 -0.02245 2.14793
H -0.36652 -1.99720 0.14095
H -1.23829 -0.48552 -0.33701
H -2.46928 1.04332 -1.69369
H -3.18311 -1.74371 1.44198

Force components x, y, z for each atom (eV/Å):
-2.14 -0.63 2.56
1.61 1.71 -1.29
2.27 -0.25 -2.80
-0.99 -3.11 0.32
0.49 -1.81 0.54
-3.26 0.82 0.82
-0.65 3.01 -2.53
2.12 -1.28 0.46
1.26 2.59 -0.39
0.13 1.08 2.28
0.30 -0.30 -2.07
0.40 -1.05 0.35
0.05 0.85 0.75
1.41 0.60 0.01
1.34 -2.37 -0.28
-0.79 2.49 -0.13
-0.22 0.12 0.26
-1.24 1.94 0.43
-0.19 -0.56 0.81
0.93 -0.38 0.23
0.99 0.22 0.56
0.88 -1.55 -0.79
0.22 -1.30 -0.86
-1.94 -0.70 1.53
-0.27 1.71 -0.10
-1.18 -1.62 -0.72
-1.23 -0.25 -0.80
-0.35 -0.42 -0.44
0.31 -0.11 1.31
-0.26 0.55 -0.02

***

Entry 7:
A cluster of 2 separate species, C3H9O3P in total, computed with ωB97M-V with the def2-TZVPD basis set.

**Spin multiplicity**: 1
**HOMO energy (spin up / spin down)**: -0.291 / -0.346 hartree
**Orbital gap (spin up / spin down)**: 0.23866 / 0.30682 Eh

Geometry (Å):
C 0.64554 0.47070 2.43653
C 1.60531 -0.96686 -0.97398
C -1.47021 1.52091 -0.83345
O -1.18389 -1.95954 -0.69360
O 1.28635 0.21744 -0.23765
O -0.78210 1.53039 0.42293
P 0.11781 0.29365 0.83869
H -0.10835 0.70310 3.16941
H 1.39616 -0.23510 2.75636
H 1.94296 -0.64566 -1.95774
H 0.70139 -1.58692 -1.06481
H 2.39762 -1.51731 -0.46682
H -1.72211 0.49716 -1.13042
H -0.83969 1.98037 -1.59650
H -2.37468 2.11402 -0.69812
H -1.61212 -2.41636 0.02919

Force components x, y, z for each atom (eV/Å):
-0.49 -0.40 -0.96
-0.21 -0.71 -0.46
-0.31 -0.12 -0.49
0.57 1.31 0.22
-0.30 0.33 0.70
0.14 -0.30 0.51
0.20 -0.35 -0.39
-0.18 0.19 0.13
0.26 -0.01 -0.02
0.05 0.04 0.09
0.33 0.09 0.02
0.02 0.10 0.01
-0.01 0.09 0.08
0.00 -0.02 0.11
0.11 -0.09 -0.01
-0.20 -0.15 0.48

***

Entry 8:
A structure of composition C20H27BrHgNO2P, computed with ωB97M-V with the def2-TZVPD basis set.

**Spin multiplicity**: 1
**HOMO energy**: -0.240 hartree
**Orbital gap**: 0.21952 Eh

Geometry (Å):
C 2.63341 -3.52494 -2.19768
C 1.58637 -2.82402 -2.81117
C 0.96029 -1.74616 -2.15358
C 1.37554 -1.34655 -0.86079
C 2.41307 -2.09604 -0.24129
C 3.03977 -3.16702 -0.90436
C -0.17675 -0.99768 -2.81625
C -1.55474 -1.04264 -2.11521
N -1.56961 -1.06939 -0.60874
Hg 0.22427 0.01731 0.32950
C 2.74071 -1.75940 1.20258
P 1.08823 -1.43888 2.00180
H 1.24891 -3.11671 -3.81373
H 3.83797 -3.73080 -0.40572
H 3.11914 -4.35796 -2.71750
H 3.30776 -0.81163 1.27842
H 3.31393 -2.55060 1.71826
H 0.11906 0.05843 -2.90365
H -0.33389 -1.37216 -3.84363
H -2.12446 -0.15281 -2.42613
C 1.44974 -0.67164 3.63703
C 0.54818 -3.14842 2.46507
H -2.12891 -1.92670 -2.45619
C -1.56950 -2.48260 -0.15917
C -2.81605 -0.41879 -0.13175
H 1.44718 0.85724 0.82836
H -2.48237 -3.00046 -0.51839
H -0.67940 -2.98921 -0.55908
H -1.54833 -2.50590 0.93916
H -3.67674 -1.04597 -0.40460
H -2.78728 -0.27686 0.96850
H -2.92136 0.55559 -0.63039
H 1.29063 -3.61402 3.13708
H -0.43056 -3.11993 2.97234
H 0.46336 -3.75444 1.54876
H 2.03166 -1.35031 4.28491
H 2.01365 0.25976 3.46746
H 0.49933 -0.41318 4.13320
H -0.69289 0.95332 1.32907
Br 0.82432 2.99328 1.91980
C -0.28384 4.10443 0.86108
C -0.51201 5.33026 1.51010
C -1.24678 6.33914 0.91003
C -1.76414 6.14604 -0.35823
C -1.55429 4.93914 -1.02642
C -0.81691 3.86531 -0.45323
C -0.69398 2.63348 -1.35176
O -1.03972 2.79184 -2.61056
O -0.34274 1.38893 -1.04520
H -0.10266 5.51504 2.49720
H -1.40420 7.27757 1.42825
H -2.33203 6.93688 -0.83124
H -1.99030 4.86080 -2.01233

Force components x, y, z for each atom (eV/Å):
-0.17 0.28 0.18
0.19 0.07 0.40
-0.07 0.17 0.33
1.01 -1.21 -0.64
-0.32 0.17 -0.10
-0.28 0.19 -0.20
0.02 0.24 -0.25
-0.31 0.08 -0.05
-0.56 -0.51 -0.45
-0.76 -2.20 0.41
-0.14 0.30 0.10
0.27 -3.21 2.63
0.11 0.18 0.44
-0.35 0.27 -0.17
-0.21 0.35 0.22
-0.15 -0.35 -0.12
-0.30 0.34 -0.18
-0.19 -0.28 0.08
0.09 0.09 0.41
0.39 -0.28 0.08
0.10 0.04 -0.07
0.57 -0.25 0.38
0.23 0.25 0.15
-0.04 0.06 0.05
-0.03 0.16 0.09
1.70 0.86 0.21
0.38 0.24 0.13
-0.33 0.14 0.19
-0.03 -0.05 -0.36
0.03 0.13 0.07
-0.01 -0.18 -0.69
0.14 -0.28 0.34
-0.35 -0.05 -0.19
0.38 0.04 -0.21
0.03 0.21 0.34
-0.17 0.34 -0.27
-0.16 -0.29 0.15
0.36 -0.14 -0.20
0.44 -0.38 -0.04
0.23 0.63 0.10
-0.71 0.87 -0.86
-0.14 -0.10 -0.30
0.04 -0.13 -0.05
0.15 -0.49 -0.08
0.16 0.15 0.69
0.25 0.30 0.75
-0.93 -2.58 -5.23
1.01 0.49 4.42
-1.91 6.22 -2.48
0.04 -0.22 -0.13
0.03 -0.06 0.03
0.00 -0.08 -0.08
0.26 -0.52 0.00

***

Energy above the lowest of the compared OMol25 structures with the same formula, charge and spin (computed, kcal per mole): 66.66; 3.28; 3.94; 37.70; 27.73; 99.90; 97.85; 77.95
Maximum force (computed, eV/A): 2.9; 0.5; 4.2; 4.4; 3.3; 4.0; 1.4; 7.0